[1]
The following is a quantum chemistry calculation of a structure of composition C26H52O52S13 at a distorted geometry, from the OMol25 dataset.

frontier orbital gap	10.00	eV
energy	-275113.5851	eV
HOMO energy	-10.4521	eV
energy above the lowest of the compared OMol25 structures with the same formula, charge and spin	8.488	eV

Last column: Mulliken charge in e.
CARTESIAN COORDINATES (ANGSTROEM)
C -0.043359 -2.115931 -4.747971  0.40
C -0.412888 -3.454698 -5.257168  -0.14
O -1.829877 -3.239213 -5.559635  -0.43
S -1.953457 -1.801308 -6.356441  1.06
O -3.193291 -1.104877 -6.093340  -0.54
O -1.648662 -1.995586 -7.808980  -0.62
O -0.660972 -1.152330 -5.631555  -0.06
H 1.027311 -1.914516 -4.782640  0.14
H -0.372515 -1.769839 -3.768189  -0.32
H -0.157741 -4.319478 -4.644669  0.11
H 0.064488 -3.575198 -6.229639  0.38
C -1.234523 2.845634 -3.177944  1.17
C -1.340049 1.326734 -3.309503  2.01
O -2.196711 1.103626 -4.440202  0.04
S -3.235774 2.339487 -4.667397  0.92
O -4.338059 2.213641 -3.697144  -0.56
O -3.607994 2.497260 -6.057450  -0.59
O -2.086764 3.385927 -4.202615  -0.38
H -0.267685 3.218873 -3.515597  -0.26
H -1.569873 3.196672 -2.202034  -0.44
H -1.754498 0.969667 -2.366722  -0.88
H -0.332442 1.004005 -3.571565  -1.14
C 4.305163 -3.631467 3.024230  -0.51
C 2.904163 -4.073996 2.763755  -0.05
O 2.070997 -3.218126 3.377498  -0.21
S 2.826036 -2.081376 4.250351  0.88
O 2.867234 -2.505326 5.643535  -0.65
O 2.289483 -0.729622 3.946992  -0.14
O 4.252062 -2.307066 3.506525  -0.36
H 5.012615 -3.870996 2.230341  0.37
H 4.542919 -4.247579 3.891391  0.36
H 2.713962 -5.105844 3.059068  0.30
H 2.630651 -4.003282 1.710994  0.01
C 0.258004 6.565086 0.648683  -0.45
C -0.070399 6.011135 -0.662033  -0.50
O 0.307345 4.602284 -0.610157  0.13
S 0.632236 4.030928 0.887052  0.69
O 2.053730 3.820700 0.993691  -0.58
O -0.261395 2.914350 1.236633  -0.04
O 0.238570 5.470303 1.630407  -0.33
H -0.498176 7.342956 0.754585  0.37
H 1.244346 7.027825 0.681643  0.28
H 0.178926 6.477765 -1.615023  0.41
H -1.156882 5.946547 -0.602992  0.24
C 2.394146 1.036527 -4.511655  0.62
C 3.730166 1.084066 -5.244900  -0.08
O 3.514645 0.456072 -6.533032  -0.44
S 1.942069 0.585394 -7.055162  1.17
O 1.591305 -0.756419 -7.544347  -0.53
O 1.850186 1.706206 -7.994554  -0.58
O 1.427285 1.000003 -5.498700  -0.21
H 2.173551 1.801325 -3.767002  -0.37
H 2.356266 0.087049 -3.977648  -0.29
H 4.495352 0.538813 -4.692385  0.34
H 3.952995 2.139855 -5.399052  0.29
C 3.680814 5.339278 -1.719545  -0.15
C 3.624598 3.852409 -2.099812  0.04
O 3.830649 3.979142 -3.450002  -0.34
S 2.789407 5.190342 -3.989090  0.98
O 1.439700 4.683661 -4.129343  -0.41
O 3.349944 5.819127 -5.178733  -0.64
O 3.037366 6.093604 -2.681499  -0.31
H 4.678902 5.777317 -1.712829  0.35
H 3.091643 5.492861 -0.815442  -0.01
H 2.707975 3.361170 -1.773316  -0.07
H 4.386639 3.240503 -1.617151  0.44
C -0.002004 -1.565715 0.956834  -0.08
C -1.127075 -0.487864 0.879370  1.50
O -0.829107 0.110913 -0.415676  -0.47
S 0.807154 0.016410 -0.786186  0.35
O 1.463105 1.317536 -0.806996  -0.12
O 0.911026 -0.766421 -2.048462  -0.56
O 1.090904 -0.916348 0.477189  0.44
H -0.270391 -2.449381 0.377874  -0.24
H 0.069296 -1.825823 2.012940  0.29
H -1.345531 0.197363 1.698422  -0.78
H -2.090550 -0.900327 0.579892  -0.11
C -1.215070 -4.536018 3.949784  0.16
C -0.341309 -5.400718 4.895373  -0.13
O -1.276034 -6.015911 5.789287  -0.39
S -2.767463 -6.225029 5.130756  1.01
O -3.902782 -5.884015 5.973514  -0.51
O -2.806660 -7.428683 4.328378  -0.52
O -2.539093 -5.005372 4.056651  -0.31
H -0.866530 -4.631238 2.921407  0.01
H -1.122987 -3.469472 4.154957  0.11
H 0.485012 -4.797201 5.270957  0.29
H 0.083052 -6.117410 4.192240  0.29
C -5.624966 1.623457 -0.542021  -0.55
C -4.299472 0.896984 -0.806790  0.44
O -3.366773 1.874646 -0.718022  -0.14
S -3.645963 2.982330 0.519182  0.82
O -3.131380 4.327569 0.338655  -0.62
O -3.289265 2.386989 1.801544  -0.22
O -5.283474 2.825436 0.196476  -0.40
H -6.208781 1.063209 0.188300  0.31
H -6.116864 1.822105 -1.494221  0.26
H -4.381603 0.426391 -1.786525  0.45
H -4.132074 0.121590 -0.059231  -0.52
C 0.377933 -6.990410 -2.229879  -0.51
C 0.031984 -6.889605 -0.669562  -0.27
O 0.438846 -5.587553 -0.307712  -0.15
S 1.179185 -4.710625 -1.556204  0.95
O 2.517201 -4.302954 -1.095258  -0.60
O 0.319220 -3.698841 -2.133934  -0.36
O 1.331775 -5.996432 -2.527253  -0.34
H -0.472910 -6.923680 -2.907900  0.30
H 0.613675 -8.036223 -2.426822  0.37
H 0.481076 -7.519101 0.098657  0.29
H -1.050893 -6.886117 -0.545174  0.28
C -1.269436 3.267371 4.356445  -0.06
C -1.518493 1.767196 4.009788  1.14
O -1.162915 1.141551 5.198959  -0.40
S 0.090507 1.955574 5.997585  0.93
O 1.357967 1.419954 5.586418  -0.37
O -0.217454 2.153629 7.406936  -0.59
O -0.134567 3.378275 5.118913  -0.41
H -2.043069 3.656315 5.018493  0.42
H -1.014540 3.836964 3.462754  -0.08
H -0.889720 1.347645 3.224468  -0.69
H -2.550944 1.485364 3.803139  0.03
C 4.378387 1.375884 3.001805  -0.03
C 4.366338 0.384912 1.819979  0.62
O 5.196408 0.987737 0.944950  -0.22
S 6.561656 1.666922 1.641104  1.06
O 6.920589 2.963143 0.968987  -0.53
O 7.539784 0.611045 1.806013  -0.55
O 5.726931 1.905059 3.021305  -0.42
H 4.157806 0.892091 3.953325  0.21
H 3.565326 2.101842 3.004465  0.18
H 3.380333 0.161322 1.412667  -0.37
H 4.637303 -0.616732 2.153699  0.15
C -6.233312 -1.147524 4.424204  -0.37
C -6.087170 0.230928 3.870184  -0.31
O -4.837838 0.215394 3.173871  -0.13
S -4.204435 -1.276816 2.990789  0.88
O -2.711185 -1.255680 3.228540  -0.26
O -4.613746 -2.014582 1.768244  -0.62
O -4.990167 -1.864349 4.324308  -0.29
H -6.916874 -1.775546 3.852843  0.29
H -6.404379 -1.108264 5.499976  0.30
H -6.144240 1.037843 4.600759  0.32
H -6.870145 0.485039 3.155707  0.23

Force components x, y, z for each atom (eV/Å):
C 1.00 1.84 0.95
C -0.48 0.59 -1.31
O -0.50 0.27 -0.12
S 0.28 -0.14 -3.76
O 1.79 -1.31 0.65
O -0.43 0.19 4.12
O -1.19 -0.43 -0.85
H 0.06 -0.14 -0.20
H -0.13 -0.96 0.23
H -0.82 0.25 0.22
H 0.23 -0.20 -0.05
C -0.16 0.61 -0.78
C 0.00 1.01 -0.26
O -0.93 -0.19 -0.24
S -0.45 -0.85 0.58
O 2.17 0.48 -1.30
O 1.22 -0.09 2.29
O -1.95 0.46 -0.60
H 0.07 0.02 0.71
H 0.27 0.13 -0.08
H 0.10 -0.66 -0.45
H -0.43 -0.82 0.12
C 0.60 -2.09 1.79
C 0.19 -1.77 -3.45
O -2.19 2.87 2.53
S -0.99 2.29 1.25
O 0.16 0.49 -2.50
O 1.54 -3.93 0.27
O -0.79 1.08 0.04
H -0.08 0.89 -0.01
H 0.93 0.00 0.07
H 0.20 -0.02 0.28
H 0.26 -0.21 -0.35
C 1.70 1.00 0.75
C -2.33 -2.48 -0.25
O 0.83 -0.95 0.36
S -0.53 0.21 -0.67
O -1.29 0.24 0.07
O 1.58 2.91 -0.62
O -0.50 -0.76 -1.01
H 0.04 -0.20 1.28
H 0.09 -0.08 0.26
H 0.72 -0.07 0.40
H -0.27 0.01 -0.71
C 1.07 -1.93 0.58
C -0.48 0.99 -0.33
O -1.04 0.04 0.26
S 2.07 -0.32 -0.77
O 0.17 2.94 1.76
O -0.37 -2.01 2.45
O -2.06 -0.01 -3.13
H 0.21 0.43 -0.47
H -0.16 -0.15 0.22
H 0.07 0.15 -0.36
H 0.61 -0.12 -0.15
C 0.45 -0.55 2.98
C 0.29 0.80 2.13
O -1.35 0.37 -3.25
S 0.92 -0.21 -2.77
O 1.50 0.51 1.16
O -0.59 -1.08 2.57
O -1.99 0.00 -2.87
H 0.22 -0.60 0.66
H 0.63 0.09 0.39
H -0.54 0.22 -0.51
H 0.48 0.37 -0.29
C -3.62 0.05 1.74
C -0.89 -1.13 -2.12
O 2.49 1.13 -0.30
S -2.08 -0.50 -3.03
O -0.88 -2.30 0.93
O -0.11 1.76 3.31
O 3.41 1.44 -0.79
H 0.10 0.07 -0.21
H 0.80 -0.06 -0.10
H 0.94 0.20 -0.22
H -0.02 -0.60 0.74
C 0.76 0.47 0.05
C -0.94 0.10 -2.42
O -0.58 -0.21 0.88
S -0.22 0.95 -1.92
O 2.70 -0.62 -0.89
O 0.24 1.02 1.51
O -0.86 -0.26 0.65
H -0.13 -0.33 -0.11
H -0.59 0.04 0.45
H -0.51 -0.29 1.13
H 0.16 -0.72 0.65
C 0.32 -0.31 1.04
C -2.24 -1.26 0.65
O 3.45 3.20 0.68
S -1.11 -1.57 0.04
O -1.13 -2.23 -0.94
O -0.90 0.38 -2.01
O 1.51 1.22 0.56
H -0.40 -0.15 -0.56
H -0.15 0.56 0.39
H 0.68 0.37 -0.15
H 0.08 -0.12 0.12
C -1.41 -1.63 1.29
C -0.82 0.96 -1.26
O 1.24 2.78 -1.26
S 1.56 0.09 1.46
O -3.04 -1.01 -0.92
O 0.75 -1.83 0.97
O 0.38 0.45 0.40
H -0.45 0.90 0.47
H 1.52 0.27 -0.11
H 0.29 -0.61 -0.81
H -0.03 -0.43 -0.07
C -1.36 -0.13 -1.61
C 0.19 0.88 -0.19
O 1.85 -0.18 3.22
S -0.73 0.70 -0.59
O -1.12 0.37 0.57
O 0.21 -0.51 -2.61
O 2.42 -2.35 2.39
H -0.77 0.11 -0.81
H -0.90 0.18 0.02
H 0.14 0.59 -0.21
H 0.09 0.45 0.09
C -0.87 -1.13 0.72
C -1.49 -0.65 2.72
O 3.05 1.47 -3.10
S -1.27 1.00 -0.83
O -1.34 -4.22 2.10
O -1.10 1.76 -0.10
O 0.72 0.47 -0.46
H 0.74 -0.28 0.03
H 0.61 0.79 -0.84
H -0.11 0.96 -0.35
H 1.00 0.16 -0.07
C -0.32 -1.63 0.96
C -0.34 0.67 -0.93
O 1.25 -0.62 -0.90
S 2.58 -1.87 0.03
O -4.76 0.38 -0.37
O 0.33 2.39 2.89
O 1.63 1.00 -1.79
H -0.56 0.36 0.39
H -0.52 -0.28 -0.22
H 0.80 -0.17 0.15
H -0.03 -0.30 -0.15



[2]
The following is a quantum chemistry calculation of a structure of composition C26H53ClOP2RuSi2 at a distorted geometry, from the OMol25 dataset.

frontier orbital gap (spin up / spin down)	7.21 / 5.00	eV
energy	-79304.6773	eV
HOMO energy (spin up / spin down)	-6.5913 / -7.3590	eV
multiplicity	5

Last column: Mulliken spin population.
CARTESIAN COORDINATES (ANGSTROEM)
Ru 0.143944 -0.027544 0.083982  1.60
C -1.565237 -1.525118 -2.074551  0.03
C -0.224252 -1.206904 -2.395492  0.32
C 0.599194 -1.649394 -1.277884  0.01
Si 0.246716 -0.093701 -3.833727  0.02
C -0.287213 -2.120516 -0.244232  0.00
C -1.652418 -1.977007 -0.736532  0.34
Si -3.258642 -1.955515 0.246945  0.02
H -2.394301 -1.459889 -2.762146  -0.01
H 1.655745 -1.860704 -1.300204  0.01
H 0.034393 -2.736149 0.580547  0.00
Cl 2.490876 1.529013 2.766728  0.26
C -4.646514 -1.333377 -0.827310  0.01
C -3.609158 -3.668914 0.913849  0.01
C -1.275781 0.451396 -4.761011  0.01
C 1.452716 -0.976654 -4.961613  0.01
H -3.997958 -4.273567 0.084097  0.00
H -4.376378 -3.614375 1.696740  0.00
H -2.717524 -4.162638 1.315504  0.00
H -4.433487 -0.311571 -1.163159  0.00
H -5.578557 -1.345502 -0.248975  0.00
H -4.766641 -1.974852 -1.707708  0.00
H 0.886430 -1.720968 -5.538189  0.00
H 2.250535 -1.493751 -4.415975  0.00
H 1.901131 -0.259906 -5.663134  0.00
H -1.813111 -0.416462 -5.158981  0.00
H -0.974729 1.095488 -5.595953  0.00
H -1.945753 1.003848 -4.092578  0.00
C -2.969271 -0.693779 1.632777  0.03
C 1.018018 1.433192 -3.003123  0.03
P -1.220090 -0.527977 2.181519  0.06
H -3.635392 -0.941287 2.474773  0.00
H -3.277642 0.294074 1.245535  0.00
P 1.839905 1.108457 -1.396590  0.06
H 0.195055 2.141317 -2.802555  0.00
H 1.703141 1.911681 -3.716779  0.00
C 2.716933 2.693409 -0.931586  -0.03
C 3.328428 0.058170 -1.949590  0.01
C -0.918476 -2.233067 2.973390  0.01
C -1.265424 0.526747 3.731248  -0.01
C -0.693026 1.920274 3.544016  0.05
H -0.588884 -0.017966 4.411049  0.00
C -2.648889 0.651655 4.368862  0.00
H -3.352575 1.134732 3.673554  0.00
H -2.550526 1.300995 5.253665  0.00
H -3.068421 -0.301637 4.704829  0.00
H 0.319957 1.866367 3.116720  -0.02
H -0.578260 2.388484 4.525365  0.00
H -1.338766 2.558827 2.930072  0.00
H -1.074596 -2.932542 2.136915  0.00
C -1.902359 -2.583819 4.090603  0.00
C 0.514297 -2.410881 3.502666  0.00
H -2.949756 -2.559462 3.782300  0.00
H -1.758782 -1.926097 4.957788  0.00
H -1.683897 -3.606649 4.422190  0.00
H 1.247298 -2.548607 2.702446  0.00
H 0.554455 -3.310278 4.137130  0.00
H 0.832933 -1.552378 4.115105  0.00
H 2.855492 -0.820538 -2.415602  0.00
C 4.209371 -0.417396 -0.784681  0.00
C 4.212341 0.746710 -2.989387  0.00
H 3.682301 1.042812 -3.896374  0.00
H 4.995136 0.038085 -3.284914  0.00
H 4.716319 1.621211 -2.557168  0.00
H 3.743583 -1.213003 -0.195906  0.00
H 4.465955 0.409203 -0.102207  0.00
H 5.151236 -0.822081 -1.188747  0.00
C 2.067606 3.424862 0.226292  0.07
C 2.887614 3.678145 -2.086293  0.00
H 3.701303 2.335352 -0.586860  0.00
H 1.902103 3.991380 -2.463858  0.00
H 3.489831 3.289474 -2.912307  0.00
H 3.395717 4.570397 -1.687657  0.00
H 1.079348 3.829595 -0.025950  0.00
H 2.717981 4.245828 0.546874  0.00
H 1.993887 2.748463 1.098432  -0.02
C 1.755947 -0.568926 1.216485  0.23
H 2.237304 -1.550479 1.192640  0.01
H 2.493920 0.189366 0.915171  0.07
H 1.345190 -0.403640 2.225643  0.08
C -1.173441 2.591367 0.323298  0.29
C -1.285318 1.358086 -0.495561  0.32
O -2.116617 1.208079 -1.383568  0.20
H -0.318832 2.545096 1.009425  -0.10
H -2.097303 2.720740 0.911822  0.01
H -1.047383 3.455087 -0.352372  0.00

Force components x, y, z for each atom (eV/Å):
Ru -0.07 1.77 0.79
C 0.73 -0.18 0.55
C -0.29 -0.48 -0.42
C -0.85 -0.68 -0.06
Si -0.02 -0.42 0.89
C 0.01 -0.33 -1.09
C -0.29 -0.31 -0.39
Si 1.05 -0.01 -0.36
H -0.14 0.53 0.14
H -0.03 -0.02 -0.05
H -0.03 0.01 -0.03
Cl 0.94 -0.01 1.00
C -0.03 -0.08 0.04
C -0.27 0.10 0.07
C 0.07 -0.05 -0.02
C -0.03 0.20 -0.18
H 0.07 0.01 0.21
H 0.10 -0.19 -0.09
H -0.19 0.09 -0.06
H -0.07 -0.17 0.06
H 0.05 0.06 -0.20
H -0.08 0.10 0.11
H 0.20 0.11 0.07
H -0.15 0.11 -0.14
H 0.01 -0.24 0.04
H 0.03 0.15 -0.03
H -0.18 -0.07 0.07
H 0.11 -0.07 -0.13
C -0.16 0.09 0.31
C 0.09 0.20 -0.19
P -0.56 -0.45 0.13
H 0.19 0.19 -0.18
H 0.07 -0.31 0.09
P 0.17 -0.02 -0.58
H 0.21 -0.21 -0.09
H -0.14 0.04 0.21
C 0.02 0.00 -0.10
C -0.57 -0.07 0.21
C 0.08 0.23 -0.48
C -0.03 -0.08 -0.01
C 0.49 0.13 -0.13
H -0.21 0.18 -0.09
C -0.12 0.04 0.23
H 0.16 -0.15 0.26
H -0.11 -0.18 -0.25
H -0.03 0.23 -0.16
H -0.55 0.20 0.06
H -0.10 0.05 -0.03
H 0.07 -0.16 0.25
H -0.01 0.14 0.37
C 0.08 -0.06 0.10
C 0.06 -0.12 0.05
H 0.09 0.09 0.02
H -0.08 -0.20 -0.18
H -0.08 0.14 -0.03
H -0.21 0.07 0.22
H -0.02 0.28 -0.14
H -0.02 -0.30 -0.15
H 0.26 0.27 0.04
C 0.17 -0.08 0.01
C 0.16 -0.01 0.05
H -0.01 0.04 0.10
H -0.09 0.11 -0.02
H -0.09 -0.21 -0.15
H 0.11 0.25 -0.16
H -0.02 -0.31 -0.16
H -0.25 0.15 0.12
C -0.14 -0.27 0.66
C 0.15 0.18 -0.09
H -0.19 0.19 -0.09
H 0.35 -0.04 0.04
H -0.23 0.12 0.05
H -0.15 -0.20 -0.20
H 0.36 0.01 -0.09
H -0.13 0.03 -0.11
H -0.21 0.60 -0.58
C 1.50 -0.66 1.00
H -0.09 0.02 -0.06
H -0.41 -0.29 0.30
H 0.32 0.07 -0.52
C 0.19 0.99 0.59
C -1.85 -1.33 -2.40
O 1.15 0.71 1.47
H -0.35 0.10 -0.22
H 0.22 -0.05 -0.31
H -0.16 -0.29 0.21



Number 2 is which compound?
C26H53ClOP2RuSi2



Number 1 is which compound?
C26H52O52S13



Look up the energy of the first one.
-275113.5851 eV



Among the records above, which one has the lowest energy?
C26H52O52S13